Record 1
# C25H59BrNO7

A 7-piece molecular cluster, C25H59BrNO7 overall at a distorted geometry (ωB97M-V with the def2-TZVPD basis set, the Open Molecules 2025 dataset).

Each line ends with the Mulliken charge.
Cartesian coordinates (Å):
Br 7.34 3.28 -2.13  0.011
C 7.02 4.22 -3.79  0.116
N 7.59 5.41 -3.97  -0.095
C 7.30 5.99 -5.33  -0.513
C 7.20 4.60 -6.13  -0.626
C 6.18 3.92 -5.08  0.235
C 5.57 2.51 -5.39  -0.838
C 4.03 2.52 -4.70  0.299
C 4.03 2.73 -3.06  -0.376
O 3.72 1.38 -3.81  -0.492
H 8.18 5.92 -3.32  0.271
H 8.25 6.49 -5.68  0.366
H 6.36 6.63 -5.37  0.315
H 6.92 4.62 -7.21  0.373
H 8.18 4.06 -5.93  0.324
H 5.33 4.68 -5.08  0.308
H 5.30 2.42 -6.48  0.300
H 6.10 1.62 -4.95  0.366
H 3.17 3.02 -5.30  0.191
H 4.79 2.18 -2.45  0.223
H 3.13 3.18 -2.57  0.157
C -0.48 -0.18 -2.90  -1.317
C 0.52 -0.13 -1.76  1.002
C 0.55 1.25 -1.11  -1.030
O 1.82 -0.44 -2.26  -0.579
H -0.22 0.54 -3.68  0.319
H -0.48 -1.17 -3.36  0.316
H -1.49 0.03 -2.54  0.364
H 0.28 -0.88 -1.01  -0.095
H 0.84 2.02 -1.83  0.092
H 1.28 1.28 -0.30  0.279
H -0.43 1.50 -0.70  0.365
H 2.06 0.23 -2.92  0.325
C -3.81 -1.01 1.21  -1.387
C -2.40 -1.06 0.64  0.490
C -1.62 -2.22 1.24  -1.014
O -1.73 0.16 0.92  -0.479
H -3.79 -0.86 2.29  0.251
H -4.36 -0.17 0.79  0.402
H -4.36 -1.93 1.00  0.380
H -2.45 -1.17 -0.44  0.241
H -1.53 -2.11 2.32  0.151
H -0.60 -2.25 0.84  0.357
H -2.11 -3.18 1.03  0.287
H -1.68 0.27 1.88  0.348
C -4.39 -5.63 4.54  -1.283
C -3.25 -5.42 3.56  0.472
C -2.15 -6.46 3.75  -1.338
O -2.69 -4.12 3.74  -0.388
H -4.04 -5.54 5.57  0.341
H -5.16 -4.87 4.40  0.166
H -4.84 -6.62 4.41  0.460
H -3.62 -5.47 2.54  0.333
H -1.73 -6.40 4.76  0.228
H -1.33 -6.29 3.05  0.332
H -2.54 -7.47 3.60  0.428
H -2.36 -4.06 4.65  0.237
C 2.01 -2.68 6.28  -1.254
C 1.05 -3.84 6.52  0.336
C 1.04 -4.79 5.34  -0.964
O -0.27 -3.33 6.73  -0.533
H 1.70 -2.10 5.41  0.293
H 1.99 -1.99 7.13  0.324
H 3.03 -3.03 6.13  0.383
H 1.34 -4.37 7.42  0.309
H 0.71 -4.29 4.42  0.210
H 0.35 -5.62 5.51  0.137
H 2.04 -5.21 5.16  0.435
H -0.53 -2.86 5.94  0.315
C -6.78 -2.33 6.24  -1.051
C -6.13 -1.17 5.50  0.337
C -6.55 -1.15 4.03  -1.063
O -4.71 -1.29 5.58  -0.529
H -6.48 -3.29 5.80  0.122
H -6.46 -2.35 7.28  0.310
H -7.87 -2.26 6.21  0.388
H -6.41 -0.23 5.97  0.328
H -6.24 -2.07 3.53  0.207
H -6.07 -0.32 3.51  0.234
H -7.63 -1.04 3.93  0.437
H -4.46 -2.12 5.16  0.310
C 0.16 5.59 -7.48  -1.405
C 0.42 4.82 -6.20  0.563
C -0.83 4.70 -5.35  -1.291
O 1.44 5.49 -5.44  -0.531
H -0.18 6.60 -7.27  0.354
H 1.07 5.68 -8.07  0.333
H -0.60 5.09 -8.09  0.376
H 0.81 3.82 -6.43  0.260
H -1.21 5.68 -5.07  0.365
H -0.63 4.16 -4.43  0.271
H -1.62 4.17 -5.90  0.380
H 1.11 6.38 -5.23  0.333

Values from the calculation:
E_HOMO   -11.10 eV
Maximum force   4.33 eV/A
Total charge   +1

Record 2
# C23H25BN2O2

A 4-piece molecular cluster, C23H25BN2O2 overall at a distorted geometry (ωB97M-V with the def2-TZVPD basis set, the Open Molecules 2025 dataset).

Each line ends with the natural charge from an NBO analysis.
Cartesian coordinates (Å):
C 2.59 -3.11 2.39  -0.266
O 1.96 -2.51 3.54  -0.744
B 0.82 -1.78 3.21  1.250
O 0.86 -0.49 2.65  -0.933
C -0.62 -2.43 3.55  -0.671
C -0.49 -3.94 3.57  0.283
N -0.22 -5.01 3.78  -0.304
C -1.76 -2.01 2.53  -0.475
C -2.41 -3.19 1.81  0.284
N -3.02 -4.06 1.47  -0.316
H 2.31 -4.19 2.32  0.203
H 3.69 -3.09 2.57  0.199
H 2.40 -2.59 1.43  0.180
H 1.16 0.08 3.37  0.513
H -0.92 -2.03 4.54  0.285
H -2.56 -1.45 3.06  0.257
H -1.38 -1.32 1.75  0.262
C 2.44 2.32 0.70  -0.225
C 2.74 3.67 0.84  -0.159
C 3.75 4.08 1.70  -0.233
C 4.46 3.13 2.43  -0.217
C 4.16 1.78 2.30  -0.212
C 3.15 1.38 1.44  -0.229
H 1.65 2.00 0.03  0.208
H 2.18 4.41 0.27  0.210
H 3.99 5.13 1.80  0.214
H 5.26 3.45 3.09  0.213
H 4.71 1.05 2.87  0.210
H 2.91 0.32 1.34  0.218
C -0.72 3.84 -1.31  -0.222
C -1.57 4.94 -1.19  -0.213
C -1.65 5.86 -2.23  -0.211
C -0.88 5.69 -3.38  -0.211
C -0.03 4.59 -3.48  -0.215
C 0.05 3.67 -2.45  -0.205
H -0.67 3.12 -0.50  0.211
H -2.16 5.08 -0.30  0.213
H -2.30 6.72 -2.14  0.213
H -0.94 6.41 -4.18  0.214
H 0.57 4.46 -4.38  0.214
H 0.71 2.81 -2.54  0.212
C -4.14 -3.93 -2.67  -0.213
C -3.94 -3.69 -4.03  -0.213
C -2.65 -3.67 -4.54  -0.218
C -1.56 -3.87 -3.70  -0.219
C -1.76 -4.10 -2.35  -0.207
C -3.05 -4.13 -1.83  -0.221
H -5.15 -3.96 -2.27  0.212
H -4.78 -3.53 -4.68  0.210
H -2.49 -3.49 -5.60  0.210
H -0.55 -3.85 -4.11  0.209
H -0.91 -4.26 -1.69  0.207
H -3.21 -4.31 -0.78  0.239

Values from the calculation:
E_HOMO   -9.12 eV
SMILES string   COB(O)[C@H](C#N)CC#N.c1ccccc1.c1ccccc1.c1ccccc1
Maximum force   5.26 eV/A
Total charge   0

Record 3
# C2HN3O2

One molecule with the formula C2HN3O2 at a distorted geometry (ωB97M-V with the def2-TZVPD basis set, the Open Molecules 2025 dataset).

Each line ends with the natural charge from an NBO analysis.
Cartesian coordinates (Å):
O -0.21 -1.47 -2.74  -0.263
N -1.00 -1.25 -1.86  0.340
N -2.12 -0.90 -1.59  0.104
N -2.62 -0.32 -0.61  -0.278
C -1.64 0.27 0.09  0.379
C -0.36 0.49 -0.04  -0.067
O -1.32 0.82 1.30  -0.464
H 0.62 0.54 -0.38  0.249

Values from the calculation:
Energy relative to the best compared isomer or geometry (same formula, charge and spin)   239.09 kcal per mole
E_HOMO (spin up / spin down)   -8.88 / -8.98 eV
SMILES string   O=N/N=N\C1=CO1
Maximum force   2.53 eV/A
Total charge   0

Record 4
# C2H4O2Pr

C2H4O2Pr as an isolated structure at a distorted geometry (ωB97M-V with the def2-TZVPD basis set, the Open Molecules 2025 dataset).

Each line ends with the Löwdin spin population.
Cartesian coordinates (Å):
H 1.84 0.09 0.03  0.001
C 0.91 1.65 -0.79  0.002
C -0.01 2.03 0.36  0.007
O -1.11 1.29 0.48  -0.006
O 1.11 0.19 -0.65  -0.003
H 1.88 2.15 -0.72  0.000
H 0.32 2.63 1.22  0.000
Pr -0.98 -0.78 -0.17  2.998
H 0.51 1.83 -1.80  0.000

Values from the calculation:
Energy relative to the best compared isomer or geometry (same formula, charge and spin)   0.00 kcal per mole
Multiplicity   4
E_HOMO (spin up / spin down)   -16.06 / -20.94 eV
<S²>   3.7518
Maximum force   7.02 eV/A
Total charge   +2